1.
Molecular formula: C21H35F4N5O24S
Method: DFT, wB97M-V/def2-TZVPD

```
! RIJCOSX wB97M-V def2-TZVPD def2/J DEFGRID3
* xyz 0 1
C -2.400 -0.663 4.140
N -3.222 -1.810 4.557
O -2.621 -2.813 4.907
O -4.419 -1.652 4.506
H -1.841 -0.239 4.971
H -2.952 0.105 3.606
H -1.670 -1.050 3.429
C 2.097 5.087 -1.739
N 3.434 5.000 -2.334
O 3.962 6.011 -2.732
O 3.819 3.856 -2.547
H 1.637 6.060 -1.876
H 2.284 4.890 -0.682
H 1.512 4.255 -2.120
C -3.484 -3.941 0.449
N -2.042 -3.653 0.546
O -1.651 -3.259 1.629
O -1.280 -3.710 -0.414
H -3.825 -4.121 1.463
H -3.766 -4.729 -0.246
H -3.883 -3.033 -0.008
C -2.103 -2.984 -3.921
N -3.229 -3.446 -3.060
O -3.304 -4.647 -2.937
O -3.947 -2.611 -2.543
H -1.691 -3.814 -4.483
H -1.309 -2.474 -3.378
H -2.559 -2.210 -4.537
C -4.468 2.256 -0.079
N -4.462 2.386 1.428
O -3.603 1.788 2.057
O -5.234 3.150 1.954
H -5.256 1.533 -0.273
H -3.496 1.861 -0.363
H -4.573 3.181 -0.639
C 2.676 2.143 1.572
C 3.525 2.169 0.272
C 4.623 1.161 0.396
S 5.016 0.965 2.209
O 6.251 1.541 2.694
O 4.556 -0.350 2.620
C 3.682 2.123 2.742
H 2.055 1.250 1.547
H 2.135 3.088 1.558
H 3.755 3.211 0.039
H 2.896 1.908 -0.582
H 5.537 1.291 -0.180
H 4.139 0.240 0.068
H 4.104 3.126 2.773
H 3.261 1.750 3.671
C 2.184 -4.318 -0.069
C 3.303 -4.244 -1.063
O 3.300 -2.921 -1.528
C 2.414 -2.173 -0.908
O 2.190 -1.008 -1.101
O 1.708 -2.986 -0.030
F 3.041 -5.065 -2.123
H 2.583 -4.765 0.839
H 1.330 -4.854 -0.486
H 4.219 -4.581 -0.580
C -0.767 -0.191 0.468
C -1.187 -0.672 -0.908
O -0.866 0.398 -1.721
C -0.727 1.524 -0.993
O -0.548 2.609 -1.464
O -0.713 1.251 0.329
F -2.534 -0.932 -0.848
H 0.238 -0.533 0.711
H -1.493 -0.466 1.227
H -0.801 -1.642 -1.219
C 2.171 -4.056 3.562
C 0.671 -3.949 3.595
O 0.471 -2.562 3.481
C 1.574 -1.935 3.060
O 1.592 -0.748 2.972
O 2.593 -2.807 2.969
F 0.236 -4.289 4.844
H 2.402 -4.941 2.966
H 2.645 -4.278 4.517
H 0.227 -4.486 2.759
C -1.684 4.670 -3.383
C -2.305 4.079 -4.661
O -2.633 5.229 -5.445
C -1.976 6.266 -4.991
O -1.876 7.282 -5.641
O -1.334 5.978 -3.866
F -3.436 3.403 -4.311
H -0.763 4.143 -3.162
H -2.383 4.951 -2.597
H -1.726 3.443 -5.329
*
```

* SMILES string: O=C1OC[C@@H](F)O1.O=C1OC[C@@H](F)O1.O=C1OC[C@@H](F)O1.O=C1OC[C@@H](F)O1.C[N+](=O)[O-].C[N+](=O)[O-].C[N+](=O)[O-].C[N+](=O)[O-].C[N+](=O)[O-].O=S1(=O)CCCC1
* E_HOMO: -10.0 eV
* gap between HOMO and LUMO: 0.33725 hartree
* E_LUMO: -0.814 eV
* total energy: -100625.2584 eV

---

2.
Molecular formula: C6H9LiO2Sn
Method: DFT, wB97M-V/def2-TZVPD

```
! RIJCOSX wB97M-V def2-TZVPD def2/J DEFGRID3
* xyz 1 2
C 1.003 0.653 -0.044
H 1.230 -0.092 0.724
H -0.001 0.509 -0.414
C -0.537 1.139 1.406
C -1.201 -0.145 1.663
C -2.107 -0.654 0.781
O -1.993 -1.877 0.206
Li -3.369 -3.058 0.296
H -1.066 1.772 0.683
H 0.113 1.512 2.202
H -0.657 -0.851 2.301
H -2.905 -0.023 0.364
H 2.958 -0.527 -1.940
O 0.963 -1.060 -1.927
C 1.972 -0.247 -1.539
C 1.904 1.201 -1.113
H 2.859 1.621 -0.771
H 1.344 1.806 -1.844
Sn -0.509 -1.678 -1.034
*
```

* E_HOMO (alpha / beta): -10.0 / -11.2 eV
* gap between HOMO and LUMO (alpha / beta): 0.21179 / 0.25375 hartree
* E_LUMO (alpha / beta): -4.236 / -4.259 eV
* total energy: -16485.1943 eV
* <S²>: 0.837

---

3.
Molecular formula: C2H6N2O
Method: DFT, wB97M-V/def2-TZVPD

```
! RIJCOSX wB97M-V def2-TZVPD def2/J DEFGRID3
* xyz 0 1
C 1.465 0.846 0.114
N 0.514 -0.274 0.217
C -0.797 0.045 0.046
N -1.683 -1.043 0.015
O -1.244 1.168 -0.028
H 1.359 1.445 1.015
H 1.245 1.407 -0.792
H 2.478 0.434 -0.015
H 0.759 -1.199 -0.105
H -1.439 -1.966 -0.300
H -2.657 -0.864 -0.168
*
```

* SMILES string: CNC(N)=O
* E_HOMO: -9.7 eV
* gap between HOMO and LUMO: 0.38625 hartree
* E_LUMO: 0.837 eV
* total energy: -7199.6167 eV
* energy above the lowest of the compared OMol25 structures with the same formula, charge and spin: 3.9 kcal per mole

---

4.
Molecular formula: C56H44HfN5O4P2S
Method: DFT, wB97M-V/def2-TZVPD

```
! RIJCOSX wB97M-V def2-TZVPD def2/J DEFGRID3
* xyz 1 1
Hf -1.343 0.156 1.122
O -1.407 -0.617 -0.717
C -1.046 -1.934 -1.005
C 0.089 -2.932 -3.092
C 0.395 -4.221 -2.915
C -0.189 -5.276 -2.078
C -1.257 -5.326 -1.274
C -1.855 -3.070 -0.174
C -3.071 -2.455 0.447
N -3.121 -1.355 1.085
C -4.448 -0.724 1.159
C -4.425 0.333 0.057
N -3.311 1.219 0.415
C -3.539 2.477 0.509
C -2.732 3.393 1.294
C -2.898 4.779 1.168
C -2.327 5.640 2.075
C -1.611 5.108 3.154
C -1.452 3.746 3.311
C -2.001 2.867 2.373
O -1.892 1.551 2.523
H 0.738 -2.377 -3.763
H 1.272 -4.557 -3.458
H 0.377 -6.202 -2.118
H -1.419 -6.273 -0.770
H -4.021 -2.931 0.191
H -4.580 -0.252 2.132
H -5.243 -1.455 1.005
H -5.367 0.882 0.009
H -4.227 -0.149 -0.902
H -4.468 2.871 0.090
H -3.490 5.165 0.345
H -2.444 6.709 1.970
H -1.179 5.776 3.889
H -0.920 3.338 4.161
O 0.589 1.140 1.884
S 2.075 1.125 2.136
C 2.809 1.587 0.580
C 4.195 1.665 0.627
C 4.892 2.185 -0.450
C 4.184 2.657 -1.545
C 2.799 2.585 -1.567
C 2.064 2.028 -0.520
P 0.195 2.079 -0.680
C 0.098 3.915 -0.622
C 0.494 4.532 0.564
C 0.516 5.913 0.665
C 0.132 6.700 -0.414
C -0.276 6.093 -1.593
C -0.288 4.706 -1.698
C -0.122 1.626 -2.415
C 0.750 0.876 -3.202
C 0.379 0.478 -4.482
C -0.878 0.791 -4.976
C -1.774 1.493 -4.178
C -1.399 1.899 -2.907
C 2.576 -0.543 2.479
C 3.112 -0.692 3.752
C 3.377 -1.968 4.234
C 3.080 -3.069 3.449
C 2.547 -2.905 2.174
C 2.285 -1.644 1.662
P 1.645 -1.360 -0.025
C 0.151 -2.352 -0.130
C -0.555 -3.216 0.597
C -2.318 -4.280 -1.001
C -2.926 -3.792 -2.296
C -2.353 -2.807 -2.976
C -1.068 -2.151 -2.519
C 2.919 -2.174 -1.028
C 3.805 -1.344 -1.710
C 4.847 -1.888 -2.450
C 5.004 -3.265 -2.507
C 4.118 -4.099 -1.832
C 3.076 -3.556 -1.098
H 4.728 1.328 1.510
H 5.972 2.241 -0.424
H 4.706 3.097 -2.384
H 2.272 2.991 -2.422
H 0.781 3.936 1.426
H 0.831 6.375 1.592
H 0.153 7.779 -0.336
H -0.575 6.694 -2.442
H -0.584 4.258 -2.637
H 1.723 0.590 -2.827
H 1.075 -0.087 -5.089
H -1.164 0.484 -5.973
H -2.765 1.724 -4.545
H -2.118 2.427 -2.289
H 3.303 0.179 4.366
H 3.794 -2.098 5.223
H 3.264 -4.067 3.826
H 2.343 -3.782 1.568
H -0.338 -3.820 1.467
H -3.086 -4.785 -0.412
H -3.792 -4.309 -2.691
H -2.747 -2.505 -3.941
H -1.037 -1.150 -2.945
H 3.679 -0.267 -1.668
H 5.531 -1.238 -2.981
H 5.816 -3.693 -3.081
H 4.237 -5.173 -1.884
H 2.371 -4.209 -0.595
N -0.577 -0.167 4.667
C -1.041 -1.156 3.878
O -0.732 -1.092 2.609
C -1.781 -2.214 4.388
C -2.178 -3.293 3.550
N -2.504 -4.145 2.845
C -2.125 -2.194 5.771
N -2.430 -2.128 6.880
H -0.411 0.711 4.194
H -0.937 -0.108 5.608
*
```

* E_HOMO: -10.5 eV
* gap between HOMO and LUMO: 0.29527 hartree
* E_LUMO: -2.437 eV
* total energy: -105143.1573 eV
* energy above the lowest of the compared OMol25 structures with the same formula, charge and spin: 52.3 kcal per mole

---

5.
Molecular formula: BrH18O9
Method: DFT, wB97M-V/def2-TZVPD

```
! RIJCOSX wB97M-V def2-TZVPD def2/J DEFGRID3
* xyz -1 1
Br 0.211 -0.266 0.202
O -0.677 1.373 2.799
H -1.655 1.443 2.895
H -0.495 0.888 2.025
O 3.191 1.025 -0.965
H 2.560 0.304 -0.831
H 2.726 1.773 -0.592
O -2.994 -0.072 0.992
H -2.875 0.910 0.978
H -2.138 -0.339 0.667
O -0.342 -3.755 0.759
H -0.524 -2.802 0.738
H -1.069 -4.095 1.320
O 2.949 -1.882 -0.909
H 2.912 -2.184 0.001
H 2.053 -1.532 -1.022
O 2.205 1.240 2.426
H 1.610 0.698 1.954
H 2.966 0.677 2.418
O -1.789 2.572 -0.391
H -1.205 1.913 -0.060
H -2.299 2.057 -0.983
O -2.288 0.443 -2.207
H -1.764 0.011 -1.499
H -2.816 -0.240 -2.596
O 0.586 -0.376 -2.913
H 0.439 -0.320 -1.964
H 0.535 0.536 -3.240
*
```

* E_HOMO: -7.1 eV
* gap between HOMO and LUMO: 0.37202 hartree
* E_LUMO: 2.988 eV
* total energy: -88766.1201 eV
* energy above the lowest of the compared OMol25 structures with the same formula, charge and spin: 19.3 kcal per mole

---

6.
Molecular formula: C3H7O3
Method: DFT, wB97M-V/def2-TZVPD

```
! RIJCOSX wB97M-V def2-TZVPD def2/J DEFGRID3
* xyz -1 1
O -3.016 -0.596 -2.471
H -3.766 0.039 -2.522
H -2.286 -0.085 -2.054
O 0.604 2.040 2.219
O 0.063 1.871 0.107
C 0.493 1.349 1.177
C 1.326 -0.783 -0.100
C 0.832 -0.176 1.262
H 1.515 -1.866 -0.011
H 2.284 -0.274 -0.300
H 0.652 -0.612 -0.956
H 1.476 -0.349 2.146
H -0.179 -0.558 1.502
*
```

* E_HOMO: -3.6 eV
* gap between HOMO and LUMO: 0.26192 hartree
* E_LUMO: 3.560 eV
* total energy: -9368.3305 eV
* energy above the lowest of the compared OMol25 structures with the same formula, charge and spin: 19.1 kcal per mole

---

7.
Molecular formula: C2H6N4S
Method: DFT, wB97M-V/def2-TZVPD

```
! RIJCOSX wB97M-V def2-TZVPD def2/J DEFGRID3
* xyz 0 1
C 1.148 -0.895 -1.169
C -1.870 0.354 0.153
N 1.300 1.360 1.517
N 1.703 0.804 0.455
N 0.265 0.716 2.190
N 0.959 -0.220 0.062
S -0.380 -0.437 1.205
H 0.311 -0.706 -1.859
H 2.144 -0.532 -1.460
H 1.143 -2.105 -1.021
H -2.445 -0.259 -0.499
H -1.675 1.206 -0.488
H -2.602 0.712 0.913
*
```

* E_HOMO: -8.1 eV
* gap between HOMO and LUMO: 0.31466 hartree
* E_LUMO: 0.466 eV
* total energy: -18962.0793 eV
* energy above the lowest of the compared OMol25 structures with the same formula, charge and spin: 114.5 kcal per mole

---

8.
Molecular formula: C25H30CrN5OS
Method: DFT, wB97M-V/def2-TZVPD

```
! RIJCOSX wB97M-V def2-TZVPD def2/J DEFGRID3
* xyz 1 5
Cr -0.098 1.736 -0.410
C 1.587 1.279 3.466
C 1.289 1.419 2.013
N 0.129 1.779 1.549
C -1.011 2.158 2.370
C -2.291 1.892 1.563
N -2.167 2.196 0.102
C -2.598 3.548 -0.313
C -1.477 4.554 -0.142
N -0.269 4.096 -0.848
C -0.288 4.271 -2.327
C -0.334 2.921 -3.078
N 0.479 2.012 -2.299
C 1.722 1.717 -2.584
C 2.320 1.864 -3.946
C 2.495 1.299 -1.427
C 3.775 0.775 -1.348
C 4.302 0.469 -0.097
C 3.553 0.664 1.074
C 2.280 1.168 0.964
N 1.807 1.498 -0.269
H 1.300 2.181 4.007
H 2.644 1.099 3.641
H 1.023 0.445 3.891
H -0.931 3.214 2.641
H -1.064 1.593 3.301
H -3.118 2.458 1.995
H -2.527 0.833 1.636
H -2.746 1.518 -0.381
H -3.480 3.873 0.241
H -2.874 3.493 -1.367
H -1.225 4.655 0.915
H -1.817 5.533 -0.490
H 0.533 4.584 -0.474
H 0.621 4.792 -2.620
H -1.136 4.891 -2.625
H 0.008 3.055 -4.103
H -1.358 2.545 -3.118
H 1.659 1.448 -4.705
H 3.278 1.351 -4.008
H 2.496 2.915 -4.189
H 4.356 0.593 -2.242
H 5.300 0.058 -0.026
H 3.973 0.405 2.038
C -2.619 -8.772 1.727
C -2.236 -7.465 1.080
O -3.015 -6.646 0.689
S -0.440 -7.255 1.004
C -0.330 -5.544 0.560
C 0.255 -4.647 1.450
C 0.279 -3.295 1.151
C -0.294 -2.817 -0.033
C -0.837 -3.730 -0.933
C -0.855 -5.084 -0.640
C -0.353 -1.396 -0.273
C -0.405 -0.196 -0.468
H -3.584 -9.099 1.348
H -2.701 -8.603 2.802
H -1.861 -9.538 1.561
H 0.683 -5.015 2.374
H 0.728 -2.587 1.836
H -1.253 -3.371 -1.866
H -1.286 -5.787 -1.340
*
```

* E_HOMO (alpha / beta): -8.6 / -10.3 eV
* gap between HOMO and LUMO (alpha / beta): 0.19731 / 0.25556 hartree
* E_LUMO (alpha / beta): -3.236 / -3.304 eV
* total energy: -75160.9664 eV
* <S²>: 6.055